Formula: C2H4F3N
Source: the Open Molecules 2025 dataset
Level of theory: wB97M-V/def2-TZVPD

total energy = -11779.4582 eV
LUMO = 0.98 eV
E_HOMO = -9.1 eV
Kohn-Sham gap = 0.3712 hartree
energy above the lowest of the compared OMol25 structures with the same formula, charge and spin = 2.410 eV

Element x y z (Å)
F (1.71915, 0.65215, 0.66877)
F (-1.76732, 0.14947, -0.92656)
F (0.68633, 2.04711, -0.64148)
N (-0.84521, -0.70651, 0.98955)
C (0.97785, 0.71329, -0.53886)
C (-0.61997, -0.49955, -0.36944)
H (-0.20886, -1.49182, -0.88784)
H (-0.11416, -1.15029, 1.52863)
H (1.56082, 0.32702, -1.36072)
H (-1.38863, -0.04087, 1.53796)

---

Formula: C2H4F3O4SV
Source: the Open Molecules 2025 dataset
Level of theory: wB97M-V/def2-TZVPD

2S+1 = 4
total energy = -54992.5518 eV
LUMO (spin up / spin down) = -6.00 / -6.16 eV
E_HOMO (spin up / spin down) = -13.1 / -13.1 eV
Kohn-Sham gap (spin up / spin down) = 0.2600 / 0.2547 hartree
charge = +1

Element x y z (Å)
V (1.28306, 1.73934, -2.22969)
S (3.84107, 1.54507, -1.55874)
F (5.71729, 2.23535, 0.11783)
F (3.70704, 2.46188, 0.89248)
F (4.47763, 3.86143, -0.53966)
O (2.43983, 0.46222, -1.40963)
O (3.03635, 2.55077, -2.34138)
O (4.99525, 1.01659, -2.24315)
O (3.92604, -1.17883, -0.30064)
C (4.48489, 2.60169, -0.15780)
C (3.73557, -1.38370, 1.09507)
H (4.54769, -2.03653, 1.43288)
H (2.72204, -1.77806, 1.26814)
H (2.87497, -1.22890, -0.75984)
H (3.73204, -0.43752, 1.65545)